1.
# C17H24N2O4

An isolated molecule of C17H24N2O4 (ωB97M-V/def2-TZVPD, the Open Molecules 2025 dataset).

Element x y z (Å)
1 C 2.967 -2.062 2.544
2 O 1.553 -2.008 2.402
3 C 0.999 -0.805 2.492
4 O 1.592 0.209 2.745
5 C -0.516 -0.870 2.273
6 C -1.254 -0.727 3.604
7 C -0.870 -1.779 4.651
8 C -1.623 -1.492 5.949
9 C -1.168 -3.197 4.170
10 N -0.884 0.219 1.385
11 C -0.179 0.427 0.254
12 O 0.674 -0.340 -0.142
13 C -0.545 1.702 -0.498
14 N 0.068 1.691 -1.800
15 C -0.671 1.780 -2.934
16 O -1.844 2.103 -2.920
17 C 0.104 1.469 -4.173
18 C 0.842 0.290 -4.217
19 C 1.542 -0.060 -5.357
20 C 1.512 0.774 -6.460
21 C 0.777 1.945 -6.421
22 C 0.058 2.309 -5.290
23 C -0.719 3.588 -5.261
24 H 3.231 -3.116 2.572
25 H 3.442 -1.570 1.694
26 H 3.275 -1.560 3.463
27 H -0.749 -1.821 1.784
28 H -1.028 0.264 4.007
29 H -2.328 -0.786 3.412
30 H 0.204 -1.696 4.850
31 H -2.696 -1.575 5.790
32 H -1.405 -0.489 6.309
33 H -1.335 -2.201 6.720
34 H -0.991 -3.907 4.974
35 H -0.528 -3.468 3.335
36 H -2.208 -3.283 3.861
37 H -1.486 0.943 1.744
38 H -1.627 1.782 -0.642
39 H -0.197 2.564 0.086
40 H 0.984 1.264 -1.836
41 H 0.848 -0.371 -3.361
42 H 2.108 -0.980 -5.382
43 H 2.059 0.511 -7.354
44 H 0.756 2.591 -7.288
45 H -0.764 4.035 -6.251
46 H -0.251 4.297 -4.579
47 H -1.728 3.404 -4.901

Computed properties:
* E_HOMO: -9.09 eV
* SMILES: COC(=O)[C@@H](CC(C)C)NC(=O)CNC(=O)c1ccccc1C
* energy above the lowest of the compared OMol25 structures with the same formula, charge and spin: 0.4 kcal per mole
* E_LUMO: 0.73 eV
* spin multiplicity: 1
* Kohn-Sham gap: 9.82 eV

2.
# C17H24N2O5

A 2-piece molecular cluster, C17H24N2O5 overall (ωB97M-V/def2-TZVPD, the Open Molecules 2025 dataset).

Element x y z (Å)
1 N 0.845 -5.366 -1.699
2 C 1.277 -4.575 -2.442
3 O 2.114 -3.766 -3.228
4 O 1.857 -2.427 -2.946
5 C 2.259 -2.259 -1.580
6 O 3.433 -2.461 -1.320
7 O 1.401 -1.940 -0.542
8 C 0.273 -1.140 -0.979
9 C -0.863 -1.303 0.141
10 C -1.837 -2.500 -0.175
11 O -1.598 -3.283 -1.095
12 N -3.105 -2.744 0.585
13 C -4.174 -2.388 -0.389
14 C -5.261 -3.316 -0.806
15 C -6.263 -2.797 -1.815
16 C -6.153 -1.421 -2.404
17 C -5.061 -0.493 -1.976
18 C -4.077 -0.986 -0.961
19 H -0.178 -1.453 -1.963
20 H 0.497 -0.026 -1.045
21 H -0.301 -1.595 1.092
22 H -1.379 -0.327 0.364
23 H -3.158 -3.778 0.610
24 H -5.330 -4.351 -0.380
25 H -7.106 -3.439 -2.183
26 H -6.886 -1.038 -3.166
27 H -4.925 0.548 -2.383
28 H -3.270 -0.274 -0.645
29 C 3.173 0.631 1.499
30 C 2.077 1.680 1.383
31 C 2.498 2.895 0.553
32 C 3.670 3.696 1.130
33 C 3.452 4.230 2.546
34 C 2.292 5.213 2.644
35 H 4.056 1.020 2.008
36 H 2.811 -0.224 2.074
37 H 3.472 0.270 0.512
38 H 1.753 1.990 2.380
39 H 1.204 1.220 0.907
40 H 1.632 3.552 0.427
41 H 2.770 2.560 -0.455
42 H 3.874 4.537 0.459
43 H 4.575 3.079 1.120
44 H 4.367 4.737 2.869
45 H 3.295 3.406 3.247
46 H 2.455 6.073 1.988
47 H 2.197 5.584 3.667
48 H 1.343 4.747 2.372

Computed properties:
* E_HOMO: -8.70 eV
* SMILES: N#COOC(=O)OCCC(=O)Nc1ccccc1.CCCCCC
* energy above the lowest of the compared OMol25 structures with the same formula, charge and spin: 227.2 kcal per mole
* E_LUMO: -0.11 eV
* spin multiplicity: 1
* Kohn-Sham gap: 8.59 eV

3.
# C17H24N4S

An isolated molecule of C17H24N4S (ωB97M-V/def2-TZVPD, the Open Molecules 2025 dataset).

Element x y z (Å)
1 C -0.420 2.499 -4.861
2 C -0.407 1.765 -3.489
3 C -1.573 0.610 -3.505
4 C 0.886 1.265 -2.934
5 C 0.712 0.748 -1.489
6 C -0.113 1.518 -0.662
7 S -0.566 0.734 0.832
8 C 0.256 -0.695 0.388
9 N 0.655 -1.708 1.260
10 C -0.069 -2.018 2.281
11 N 0.397 -3.044 3.160
12 C 1.766 -3.531 3.175
13 C 1.852 -4.262 4.502
14 C 0.810 -3.679 5.378
15 C -0.301 -3.152 4.442
16 C 0.900 -0.560 -0.858
17 C 1.769 -1.414 -1.545
18 N 2.556 -2.114 -2.019
19 C -0.758 2.804 -1.138
20 C -2.292 2.885 -0.742
21 C -0.019 3.816 -0.315
22 N -0.659 2.932 -2.634
23 H -0.003 3.473 -4.847
24 H -1.447 2.421 -5.296
25 H 0.307 2.020 -5.483
26 H -1.828 0.169 -2.533
27 H -1.256 -0.163 -4.188
28 H -2.488 1.006 -3.726
29 H 1.624 2.012 -2.902
30 H 1.287 0.471 -3.619
31 H -1.106 -1.655 2.546
32 H 1.858 -4.249 2.365
33 H 2.454 -2.737 3.288
34 H 1.664 -5.339 4.526
35 H 2.676 -3.971 5.060
36 H 1.214 -2.777 5.882
37 H 0.557 -4.412 6.109
38 H -1.047 -3.923 4.393
39 H -0.883 -2.282 4.841
40 H -3.007 2.031 -1.061
41 H -2.402 3.212 0.346
42 H -2.746 3.716 -1.302
43 H 0.984 3.661 -0.501
44 H -0.232 3.708 0.721
45 H -0.151 4.830 -0.728
46 H -1.411 3.382 -3.121

Computed properties:
* E_HOMO: -7.72 eV
* SMILES: CC1(C)Cc2c(sc(/N=C/N3CCCC3)c2C#N)C(C)(C)N1
* energy above the lowest of the compared OMol25 structures with the same formula, charge and spin: 55.9 kcal per mole
* E_LUMO: 0.22 eV
* spin multiplicity: 1
* Kohn-Sham gap: 7.94 eV

4.
# C17H24N6O3

An isolated molecule of C17H24N6O3 (ωB97M-V/def2-TZVPD, the Open Molecules 2025 dataset).

Element x y z (Å)
1 C 5.008 -2.651 -2.430
2 C 4.416 -1.437 -1.731
3 O 3.477 -0.757 -2.576
4 C 2.243 -1.244 -2.621
5 O 1.838 -2.179 -1.989
6 C 1.386 -0.409 -3.574
7 N 0.184 -1.108 -3.904
8 N 0.176 -2.194 -4.685
9 N -1.012 -2.621 -4.736
10 N -1.829 -1.870 -4.008
11 C -1.093 -0.922 -3.479
12 C -1.574 0.211 -2.651
13 N -0.648 0.530 -1.577
14 C -0.609 -0.528 -0.574
15 C 0.440 -0.174 0.483
16 N 0.182 1.100 1.115
17 C -0.666 1.177 2.223
18 C -1.376 0.088 2.724
19 C -2.153 0.189 3.867
20 C -2.254 1.394 4.545
21 O -3.000 1.611 5.671
22 C -3.731 0.535 6.201
23 C -1.540 2.490 4.061
24 C -0.760 2.381 2.933
25 C 0.103 2.131 0.104
26 C -0.969 1.798 -0.941
27 H 4.227 -3.378 -2.639
28 H 5.476 -2.356 -3.365
29 H 5.754 -3.111 -1.788
30 H 3.907 -1.738 -0.809
31 H 5.182 -0.692 -1.509
32 H 1.120 0.523 -3.066
33 H 1.959 -0.204 -4.481
34 H -2.584 -0.044 -2.288
35 H -1.664 1.093 -3.298
36 H -0.335 -1.467 -1.057
37 H -1.597 -0.652 -0.100
38 H 0.511 -0.960 1.233
39 H 1.415 -0.094 -0.013
40 H -1.341 -0.870 2.230
41 H -2.681 -0.688 4.207
42 H -4.477 0.164 5.490
43 H -4.238 0.927 7.081
44 H -3.074 -0.290 6.501
45 H -1.604 3.423 4.597
46 H -0.196 3.242 2.610
47 H -0.126 3.094 0.555
48 H 1.078 2.196 -0.391
49 H -0.991 2.578 -1.706
50 H -1.956 1.765 -0.446

Computed properties:
* E_HOMO: -7.50 eV
* SMILES: CCOC(=O)Cn1nnnc1CN1CCN(c2ccc(OC)cc2)CC1
* energy above the lowest of the compared OMol25 structures with the same formula, charge and spin: 78.3 kcal per mole
* E_LUMO: 0.58 eV
* spin multiplicity: 1
* Kohn-Sham gap: 8.08 eV

5.
# C17H24NO2

An isolated ion of composition C17H24NO2 and charge +1 (ωB97M-V/def2-TZVPD, the Open Molecules 2025 dataset).

Element x y z (Å)
1 C -2.798 3.788 7.073
2 C -2.650 2.372 7.674
3 C -2.804 1.291 6.671
4 C -1.818 0.818 5.798
5 C -0.377 1.074 5.891
6 C -2.481 0.075 4.753
7 C -2.359 0.473 3.134
8 O -3.164 -0.596 2.525
9 C -4.491 -0.298 2.182
10 C -1.014 0.359 2.463
11 C -0.266 1.573 2.243
12 C 1.104 1.512 2.124
13 C 1.768 0.241 2.088
14 O 3.141 0.264 2.108
15 C 3.826 -1.007 2.049
16 C 0.979 -0.940 2.065
17 C -0.392 -0.873 2.192
18 N -3.737 -0.167 5.239
19 C -4.017 0.630 6.324
20 C -5.319 0.803 6.984
21 H -2.634 4.551 7.845
22 H -2.055 3.949 6.280
23 H -3.795 3.965 6.638
24 H -1.651 2.317 8.120
25 H -3.357 2.275 8.490
26 H 0.228 0.454 5.193
27 H -0.217 2.139 5.619
28 H 0.093 0.947 6.885
29 H -1.934 -0.967 4.485
30 H -2.780 1.493 2.860
31 H -4.938 -1.298 2.083
32 H -5.022 0.281 2.948
33 H -4.549 0.221 1.206
34 H -0.828 2.506 2.377
35 H 1.668 2.445 2.135
36 H 4.886 -0.741 2.039
37 H 3.631 -1.638 2.930
38 H 3.607 -1.586 1.136
39 H 1.509 -1.886 2.031
40 H -0.952 -1.812 2.276
41 H -4.489 -0.812 4.919
42 H -5.280 1.594 7.747
43 H -6.132 1.111 6.285
44 H -5.689 -0.107 7.499

Computed properties:
* E_HOMO: -11.05 eV
* net charge: +1
* SMILES: CCC1=C(C)[C@H]([C@H](OC)c2ccc(OC)cc2)[NH+]=C1C
* energy above the lowest of the compared OMol25 structures with the same formula, charge and spin: 62.0 kcal per mole
* E_LUMO: -4.36 eV
* spin multiplicity: 1
* Kohn-Sham gap: 6.68 eV

6.
# C17H25BF10NO6S

A 2-piece molecular cluster, C17H25BF10NO6S overall (ωB97M-V/def2-TZVPD, the Open Molecules 2025 dataset).

Element x y z (Å)
1 C 6.548 4.352 0.175
2 O 5.285 3.841 -0.375
3 C 4.172 3.929 0.581
4 B 3.336 2.482 0.429
5 S 4.781 1.335 -0.087
6 O 2.905 1.806 1.687
7 C 1.599 1.135 1.373
8 F 1.278 -0.138 2.056
9 C 1.189 1.370 -0.194
10 C 1.634 0.301 -1.350
11 C 1.702 -1.265 -0.872
12 C 2.153 -2.174 -2.155
13 F 1.056 -2.378 -3.153
14 F 3.284 -1.554 -2.940
15 C 2.718 -3.690 -1.743
16 F 3.508 -4.126 -2.957
17 F 1.624 -4.701 -1.623
18 C 3.784 -3.683 -0.504
19 F 4.749 -4.813 -0.777
20 F 4.640 -2.447 -0.486
21 C 3.165 -3.953 0.981
22 F 1.715 -3.710 1.135
23 F 3.845 -2.968 1.904
24 F 3.609 -5.303 1.480
25 C -0.343 1.954 -0.398
26 C -1.526 0.874 -0.001
27 O -1.910 0.931 1.432
28 C -2.850 1.282 -0.907
29 N -3.857 0.155 -0.989
30 O 2.133 2.504 -0.469
31 H 6.976 5.295 -0.380
32 H 6.545 4.572 1.324
33 H 7.359 3.492 0.010
34 H 3.459 4.846 0.310
35 H 4.482 3.987 1.707
36 H 4.201 0.039 0.027
37 H 0.854 1.888 1.926
38 H 2.618 0.686 -1.890
39 H 0.789 0.350 -2.192
40 H 0.599 -1.598 -0.582
41 H 2.390 -1.340 0.070
42 H -0.468 2.202 -1.542
43 H -0.460 2.920 0.259
44 H -1.214 -0.249 -0.207
45 H -2.452 1.770 1.554
46 H -2.492 1.537 -2.014
47 H -3.367 2.263 -0.498
48 H -3.729 -0.386 -1.880
49 H -3.732 -0.525 -0.183
50 O -5.724 0.906 1.580
51 C -6.407 -0.049 1.248
52 O -6.046 -0.961 0.299
53 C -7.124 -1.871 0.090
54 C -7.955 -1.799 1.345
55 C -7.772 -0.367 1.780
56 H -7.683 -1.554 -0.797
57 H -6.730 -2.877 -0.081
58 H -8.999 -2.079 1.186
59 H -7.537 -2.470 2.105
60 H -8.503 0.297 1.310
61 H -7.804 -0.271 2.867

Computed properties:
* E_HOMO: -4.10 eV
* net charge: -1
* E_LUMO: 1.98 eV
* spin multiplicity: 1
* Kohn-Sham gap: 6.09 eV

7.
# C17H25ClN2O3S

An isolated molecule of C17H25ClN2O3S (ωB97M-V/def2-TZVPD, the Open Molecules 2025 dataset).

Element x y z (Å)
1 C 0.780 -1.633 1.163
2 S 0.807 -1.457 -0.628
3 O -0.412 -0.850 -1.084
4 O 1.126 -2.728 -1.215
5 N 2.038 -0.349 -0.915
6 C 1.760 0.791 -1.762
7 C 1.303 2.065 -1.032
8 C -0.216 2.163 -0.892
9 C -0.706 1.452 0.358
10 O 0.061 1.226 1.288
11 N -2.022 1.174 0.437
12 C -2.902 1.352 -0.705
13 C -4.371 0.998 -0.478
14 C -4.649 -0.504 -0.423
15 C -4.341 -1.137 0.929
16 C -2.880 -0.978 1.336
17 C -2.498 0.478 1.616
18 C 3.311 -0.566 -0.409
19 C 3.737 -1.857 -0.083
20 C 5.000 -2.068 0.434
21 C 5.879 -1.017 0.634
22 C 5.462 0.256 0.289
23 Cl 6.536 1.593 0.505
24 C 4.200 0.496 -0.224
25 H 0.002 -2.346 1.403
26 H 1.745 -1.991 1.491
27 H 0.560 -0.652 1.571
28 H 0.980 0.468 -2.455
29 H 2.664 0.996 -2.343
30 H 1.739 2.095 -0.032
31 H 1.664 2.927 -1.597
32 H -0.512 3.212 -0.799
33 H -0.692 1.749 -1.778
34 H -2.852 2.404 -1.011
35 H -2.532 0.731 -1.530
36 H -4.755 1.489 0.417
37 H -4.915 1.414 -1.329
38 H -5.704 -0.674 -0.652
39 H -4.057 -1.001 -1.194
40 H -4.981 -0.690 1.695
41 H -4.584 -2.201 0.880
42 H -2.703 -1.566 2.240
43 H -2.231 -1.358 0.545
44 H -3.346 1.021 2.045
45 H -1.675 0.517 2.333
46 H 3.088 -2.693 -0.283
47 H 5.311 -3.073 0.675
48 H 6.866 -1.181 1.036
49 H 3.918 1.505 -0.469

Computed properties:
* E_HOMO: -8.55 eV
* SMILES: CS(=O)(=O)N(CCCC(=O)N1CCCCCC1)c1cccc(Cl)c1
* energy above the lowest of the compared OMol25 structures with the same formula, charge and spin: 14.7 kcal per mole
* E_LUMO: 0.73 eV
* spin multiplicity: 1
* Kohn-Sham gap: 9.28 eV

8.
# C17H25I2OP2Sn

C17H25I2OP2Sn as an isolated structure (ωB97M-V/def2-TZVPD, the Open Molecules 2025 dataset).

Element x y z (Å)
1 I -2.586 3.649 -1.463
2 I 1.514 2.676 -2.107
3 Sn -0.051 0.929 -0.290
4 P -0.214 2.963 1.539
5 C 1.458 3.279 2.207
6 C -0.820 4.660 1.232
7 H -0.962 5.235 2.163
8 H -1.017 3.238 3.791
9 H -1.810 4.567 0.733
10 H -2.254 2.446 2.732
11 H 2.063 3.741 1.409
12 H -0.126 5.135 0.527
13 C -1.189 2.483 3.006
14 H 1.329 3.968 3.060
15 H -0.876 1.498 3.374
16 H 1.915 2.340 2.552
17 P -0.943 0.154 -2.800
18 C 0.446 -0.646 -3.670
19 C -2.122 -1.219 -2.871
20 H -2.459 1.803 -3.656
21 H -1.836 0.694 -4.962
22 H -0.818 2.048 -4.279
23 C -1.580 1.288 -4.072
24 H -3.134 -0.841 -2.679
25 H -2.041 -1.646 -3.882
26 H -0.019 -1.317 -4.408
27 H 1.044 -1.230 -2.960
28 H -1.867 -1.976 -2.120
29 H 1.081 0.105 -4.156
30 C 2.585 0.858 -0.505
31 O 3.656 0.461 -0.409
32 C 0.440 -5.145 0.192
33 C 0.261 -4.172 -0.816
34 C 0.278 -2.807 -0.527
35 C 0.493 -2.333 0.781
36 C 0.608 -0.928 1.080
37 C 1.004 -0.602 2.355
38 C 1.195 -1.585 3.372
39 C 0.968 -2.926 3.143
40 C 0.685 -3.351 1.822
41 C 0.627 -4.744 1.508
42 H 0.428 -6.208 -0.072
43 H 0.073 -4.476 -1.842
44 H 0.154 -2.056 -1.320
45 H 1.176 0.430 2.675
46 H 1.486 -1.264 4.368
47 H 1.012 -3.669 3.952
48 H 0.743 -5.507 2.294

Computed properties:
* E_HOMO (spin up / spin down): -17.33 / -17.33 eV
* net charge: +3
* energy above the lowest of the compared OMol25 structures with the same formula, charge and spin: 24.2 kcal per mole
* E_LUMO (spin up / spin down): -12.75 / -11.76 eV
* spin multiplicity: 1
* Kohn-Sham gap (spin up / spin down): 4.58 / 5.57 eV

| no. | strongest force on any atom (eV Å⁻¹) |
| --- | --- |
| 1 | 0.71 |
| 2 | 4.47 |
| 3 | 4.16 |
| 4 | 1.45 |
| 5 | 6.36 |
| 6 | 5.43 |
| 7 | 1.16 |
| 8 | 4.14 |